Model 1:
The following is a DFT calculation (ωB97M-V with the def2-TZVPD basis set) of an isolated molecule of C6H6N2.

Computed properties:
molecular weight = 106.13 g/mol
frontier orbital gap = 10.01 eV
SMILES = C1=C[C@H]2C=NN=C2C1

The geometry in ORCA input format:
```
! RIJCOSX wB97M-V def2-TZVPD def2/J DEFGRID3
* xyz 0 1
C -0.988 0.369 -1.440
C -1.388 0.431 -0.154
C -0.180 0.175 0.750
C 0.091 -0.655 2.011
N 1.255 -1.295 1.812
N 1.858 -0.936 0.537
C 0.916 -0.227 -0.022
C 0.467 0.034 -1.499
H -1.442 1.187 -2.341
H -2.321 0.764 0.256
H 0.116 1.106 1.123
H -0.515 -0.978 2.985
H 0.818 -0.830 -2.076
H 1.313 0.855 -1.942
*
```

Model 2:
The following is a DFT calculation (ωB97M-V with the def2-TZVPD basis set) of a structure of composition C6H6N2.

Computed properties:
molecular weight = 106.13 g/mol
frontier orbital gap = 8.36 eV

The geometry in ORCA input format:
```
! RIJCOSX wB97M-V def2-TZVPD def2/J DEFGRID3
* xyz 0 1
C -2.423 0.148 -0.387
C -1.009 0.378 -0.781
C -0.180 1.461 -0.308
C 1.195 0.607 0.070
C 0.569 -0.424 0.932
C -0.089 -0.761 -0.391
H -0.408 2.422 0.183
H 2.089 1.176 0.225
H 1.246 -1.454 1.337
H -0.047 0.231 1.678
H -0.518 -1.776 -0.475
H 1.902 -1.203 -1.118
N -3.577 -0.311 0.058
N 1.251 -0.492 -1.023
*
```

Stability check: which of them is least stable? model 2.